Density functional theory data (ωB97M-V/def2-TZVPD) for 7 unconnected molecules or ions with the total composition C28H70O7.

Each line ends with the Löwdin charge.
Positions of all 105 atoms, in Å:
H  -1.1262  0.9801  -0.7966  0.13
O  -3.4112  0.5141  -3.5426  -0.13
C  1.1518  -2.9359  -3.6056  -0.37
C  0.3998  7.3451  1.1634  -0.09
H  -5.6032  -4.2969  1.0334  0.08
H  -0.6522  5.6671  0.3884  0.13
C  -0.0502  -0.6259  3.2184  -0.40
H  -0.3982  8.1261  0.7444  0.13
C  -0.4942  -1.8409  3.9944  -0.07
H  -0.0682  0.2191  3.8904  0.11
O  3.2188  0.4591  4.2554  -0.15
O  -3.7102  -4.6079  3.0614  -0.17
C  -2.4642  -0.4539  -3.4386  -0.37
H  0.6348  6.1891  -0.6706  0.10
C  -4.9082  -3.4589  1.2704  -0.08
C  1.3268  4.0461  -0.0726  -0.21
C  2.2988  -3.2359  -4.5856  -0.03
H  2.3418  -2.7399  -0.0436  0.08
C  2.6328  3.2711  0.4304  -0.09
C  -4.5482  -3.4269  2.7514  -0.23
C  2.2288  1.7131  -1.6816  -0.14
H  -0.0902  0.4011  -4.6776  0.10
C  0.8898  -2.5479  -1.3266  -0.27
H  -4.2092  -3.3319  0.3954  0.07
C  2.7668  2.3091  2.9994  -0.15
H  0.0218  -2.0969  4.8334  0.01
H  -2.3912  -2.4699  -2.5676  0.07
H  2.6608  -2.3849  -4.9816  0.01
H  0.4098  -3.4579  -1.2036  0.12
H  1.6308  2.0481  -6.5716  0.00
H  -0.0042  2.4411  -6.0886  0.10
H  1.9288  2.0831  2.4394  0.01
H  -2.7922  1.2271  -5.2086  0.16
H  3.8648  -1.0959  3.6444  0.06
H  1.1298  -0.5429  3.0174  0.15
H  2.8968  2.5031  -2.0676  0.14
H  -4.0082  -1.8229  -2.8346  0.06
H  4.1708  0.9451  2.1964  0.15
H  -0.6042  -2.7379  3.2034  0.13
H  -2.1532  2.1711  -3.7596  0.10
H  -1.5012  -0.1519  -2.9516  0.11
C  -3.0452  1.7041  -4.1356  -0.29
H  5.1788  -0.3679  4.5634  0.15
H  -0.3682  1.4221  1.6064  0.11
H  -4.3642  3.2741  -3.3226  0.06
C  1.9158  0.8721  -2.7556  -0.32
H  0.0128  7.2601  2.1594  0.06
C  -3.2392  -4.8599  4.3874  -0.35
H  1.3628  7.7451  1.2504  0.05
H  -2.1872  -0.9929  -4.3666  0.12
H  -3.3402  -1.2389  -1.5916  0.11
H  2.0778  3.1161  1.5214  0.09
C  -0.4812  0.4121  1.2214  -0.31
H  -2.5542  0.4531  0.5234  0.12
H  3.8948  -0.6139  6.6274  0.13
H  1.8538  -1.1299  -0.4506  0.12
H  -5.5222  -3.4009  3.3044  0.13
H  4.0668  -2.2659  5.9624  0.08
C  0.9568  0.8001  -4.9536  -0.23
H  0.4988  0.9041  -7.1426  0.13
O  1.3818  5.1991  0.8274  -0.15
C  0.3768  6.1281  0.3524  -0.30
H  3.1328  3.1991  2.4154  0.07
H  0.7998  -3.7859  -3.4366  0.03
H  -2.2102  -6.2669  5.4984  0.09
H  0.2468  -2.4189  -4.1686  0.16
H  2.9668  -3.7889  -4.0246  0.06
H  -1.5922  -1.4529  4.4124  0.14
H  -4.1952  -2.5909  3.1094  0.04
O  1.4458  1.6501  -3.8366  -0.14
C  -4.1032  2.7881  -4.2656  -0.08
H  -2.8022  -3.9649  4.7244  0.08
H  4.6038  1.8501  3.4984  0.12
H  0.5788  3.4181  0.0854  0.07
H  2.6248  -1.5829  5.7634  0.03
C  3.6188  -1.3029  5.7104  -0.07
H  3.4068  3.8871  0.3354  0.04
H  -0.0432  -1.9929  -1.3626  0.10
H  1.8528  -3.5639  -5.5536  0.10
H  -3.6972  3.8511  -4.8366  0.17
H  1.0038  0.1991  -2.4566  0.15
H  2.7578  0.3321  -2.9966  0.10
H  -1.1512  -0.6689  -0.2396  0.08
H  -5.4372  -2.4839  1.1044  0.08
H  0.5348  0.1931  1.0774  0.08
C  3.7448  1.2781  3.1724  -0.28
H  2.3028  1.3671  -0.6636  0.07
C  4.0708  -0.6339  4.4754  -0.31
H  1.6418  -0.0749  -5.1786  0.12
C  0.7988  1.6311  -6.2276  -0.09
H  -5.0812  2.6801  -4.1406  0.00
H  2.4498  2.9161  4.0244  0.17
C  1.5078  -2.1839  -0.1786  -0.07
H  1.5538  4.3621  -0.9626  0.06
C  -2.9902  -1.5839  -2.6766  -0.10
O  1.7368  -2.4539  -2.5436  -0.08
O  -0.8982  -0.6369  2.1704  -0.14
C  -2.4952  -6.0549  4.4624  -0.13
C  -1.4672  0.3441  0.2004  -0.08
H  -4.2862  -4.9299  5.1824  0.18
H  3.0078  2.3141  -0.1616  0.07
H  1.4028  2.2981  -1.6646  0.05
H  -2.7522  -6.8619  3.8004  0.07
H  -1.4692  -5.9839  3.8874  0.12
H  0.9838  -2.1139  0.6214  0.03

Cartesian forces, eV/Å:
-1.29 -0.85 2.67
-1.89 0.63 1.94
0.89 4.51 -6.45
-3.03 2.49 -0.68
0.53 0.65 0.24
0.81 0.16 0.05
3.41 -0.98 2.33
2.02 -1.36 0.40
-4.25 0.03 -2.48
-0.83 0.90 0.12
1.13 1.51 -1.19
-0.67 0.59 -0.41
2.18 -1.46 -0.31
-0.09 1.14 -1.35
-0.83 1.39 -1.18
5.97 0.84 4.90
-4.17 -0.34 -1.19
2.86 -1.74 0.90
-5.70 -3.09 0.93
-1.73 -5.67 -1.09
0.94 1.65 -0.06
1.68 0.36 -0.19
-3.23 -0.45 -5.17
0.35 -0.75 1.52
-0.17 5.38 3.25
1.79 -0.79 2.15
0.39 -0.17 -0.20
2.04 3.37 -0.46
-0.14 -2.97 -0.55
3.78 1.95 -0.99
1.11 -1.26 -0.34
-2.03 -1.36 -0.10
-0.05 2.05 1.37
-0.01 -4.03 -4.45
-2.09 -0.90 -0.51
0.88 -0.65 0.80
-1.01 -0.72 -1.80
-1.04 -1.37 0.54
0.04 1.84 2.14
0.69 -0.11 0.54
-0.57 0.37 -0.43
0.30 -1.00 -4.54
-1.31 -0.05 -0.25
-0.68 0.30 1.22
2.14 0.54 1.66
-4.02 -2.86 -1.34
-0.06 -0.80 0.67
-6.49 2.45 0.59
1.39 0.93 -0.17
0.08 1.15 -0.70
1.72 -0.38 -1.39
2.45 0.72 -4.62
-0.31 0.35 3.34
1.69 -0.16 -0.61
-0.82 -1.26 -1.70
0.13 -0.87 1.00
0.35 -1.04 -0.24
0.78 0.10 -0.43
-0.57 0.01 0.49
0.21 1.54 2.23
-1.67 -0.69 -0.63
-0.60 -2.34 0.90
0.75 -1.43 1.61
-3.50 -7.59 1.75
-0.35 -0.56 -0.34
1.59 0.21 1.28
1.66 -1.51 0.25
2.46 -1.61 -1.18
3.10 4.58 1.30
-0.21 -0.87 -2.00
4.46 4.23 0.37
1.19 0.96 0.74
0.74 -0.27 0.91
-3.95 -2.18 0.31
-2.41 0.22 -0.23
2.38 0.63 3.22
3.14 3.06 0.58
-0.14 1.11 -1.19
0.40 -1.27 0.86
-1.40 -3.59 1.03
1.74 0.42 -0.40
1.61 -1.98 -1.19
-1.87 0.82 0.38
-0.33 -0.82 0.28
1.45 -0.67 -1.55
0.92 0.49 1.40
0.17 -1.43 -1.04
1.61 2.17 3.44
-0.57 0.94 0.67
-5.02 -2.30 -0.15
-4.86 -2.06 -2.51
0.62 -2.17 -2.16
5.64 4.92 -2.00
0.11 1.84 -5.46
-2.14 0.46 5.01
-0.21 2.37 5.80
0.20 2.66 -2.09
5.09 -1.81 -1.25
0.30 -0.82 -5.93
2.62 -0.02 -2.08
-0.81 3.14 2.98
-3.01 2.03 0.80
-1.56 -0.74 0.61
-1.20 0.83 1.28
-3.78 0.19 5.14

The value obtained for the HOMO energy is -9.29 eV. Its SMILES is CCOCC.CCOCC.CCOCC.CCOCC.CCOCC.CCOCC.CCOCC. For the HOMO-LUMO gap, the calculation gives 9.94 eV.


Density functional theory data (ωB97M-V/def2-TZVPD) for a molecular structure, C28H71O29S8V.

Each line ends with the Löwdin charge.
Positions of all 137 atoms, in Å:
H  5.3531  -3.3269  4.3241  0.08
C  -0.1337  5.6573  3.7962  -0.29
H  -4.2269  4.4385  -1.6879  0.06
H  -0.5603  3.7071  -1.1665  0.06
H  -5.1793  0.6225  -2.8106  0.12
H  -0.6944  -1.9514  -6.1318  0.07
C  -6.0218  -2.8192  -5.0279  -0.06
C  0.6252  -3.5989  -1.5006  -0.10
H  -4.1891  -4.9243  -1.7123  0.08
O  4.0806  -5.0042  2.8650  -0.25
H  6.5501  1.3408  -0.0195  0.12
C  -3.9331  -3.8863  -1.9244  -0.03
H  -0.5232  5.2083  -2.0484  0.07
H  0.1363  3.2132  2.3712  0.05
O  4.3802  2.6802  1.4263  -0.27
C  0.8795  -0.4132  5.6556  -0.05
O  4.0099  -4.1187  0.4398  -0.29
C  -0.0574  7.1352  4.0654  -0.07
H  -0.1040  3.7756  -2.9597  0.07
H  -4.6785  1.4563  1.3164  0.08
S  -3.9793  -0.2918  -0.2909  0.74
O  -3.0354  -0.1620  -1.4226  -0.37
O  -4.0126  -1.5318  0.4815  -0.27
H  7.0646  -3.7506  3.7903  0.08
S  -2.6490  -0.8458  -5.1496  0.75
C  0.0415  0.0819  0.0563  -0.98
H  -3.0564  3.9127  -0.6493  0.05
C  -1.2754  -2.9620  2.2848  -0.05
H  -2.1060  -2.6426  -6.8053  0.06
H  6.4521  3.1305  -1.4935  0.08
H  2.6628  -2.9109  3.3809  0.06
O  2.4356  4.1446  1.9345  -0.31
O  5.2844  -0.7919  -3.1641  -0.29
S  3.4883  4.0252  0.9559  0.68
C  -2.1802  3.8740  -2.6220  -0.58
H  -1.4614  3.1623  1.6265  0.05
O  -2.0168  -3.8505  4.8258  -0.31
O  -1.9722  -0.4607  -3.8939  -0.35
H  -5.6669  -3.8429  -4.9093  0.08
O  -0.8800  3.0870  5.2514  -0.34
H  4.6589  -1.2811  -0.3776  0.05
C  3.2038  1.1802  2.8870  -0.07
C  -1.6849  -2.3128  -5.8555  -0.05
S  3.1997  -4.3409  1.5948  0.63
H  6.7107  0.1220  -1.3246  0.11
H  2.0889  -2.3176  1.7555  0.05
H  -1.6455  -3.0807  -5.0830  0.06
H  3.7760  -2.0542  2.2142  0.06
O  -2.9326  0.1596  -6.1825  -0.27
H  -0.8708  1.8126  2.4881  0.04
H  1.5672  0.4324  5.6483  0.07
C  -5.6911  0.9786  -1.9166  -0.24
C  6.2881  1.0876  -1.0468  -0.28
C  3.7654  -1.3501  -0.9979  -0.09
O  -2.4392  2.5203  -2.7956  -0.30
H  4.5431  0.6494  1.3316  0.10
H  1.9167  2.6573  -0.2031  0.05
V  -1.1772  0.8048  -2.2503  1.02
O  -1.0934  -1.5340  4.6218  -0.26
C  -3.1403  4.4359  -1.6019  -0.09
H  3.7626  -2.3037  -1.5259  0.06
O  0.1831  1.1977  -3.0838  -0.31
H  -3.1445  0.6768  1.7227  0.07
H  2.7715  0.1813  2.9468  0.05
H  0.2855  -3.4201  -0.4804  0.05
C  -0.7341  4.1438  -2.1500  -0.07
H  0.2211  -0.2378  6.5064  0.07
H  3.9062  1.1764  3.7205  0.08
C  -7.2031  1.0524  -2.1054  -0.07
H  -2.9379  5.4961  -1.4502  0.07
H  -2.2549  -2.5449  -1.7970  0.09
O  1.9815  -5.0686  1.4705  -0.25
H  -7.7196  1.3202  -1.1836  0.08
H  5.8409  -5.7692  3.4770  0.11
H  0.5308  -2.7772  -2.2105  0.07
C  -4.9906  -1.9285  -5.6619  -0.28
O  0.5007  -3.6344  4.3141  -0.33
H  0.5250  5.1156  4.4750  0.12
H  6.9877  2.1900  -2.9016  0.08
H  -0.3782  0.3613  4.1176  0.10
H  1.4358  -1.3392  5.8012  0.06
O  -0.3391  1.2147  -0.3210  -0.11
O  2.9814  0.3182  -2.8450  -0.30
H  -6.2634  -2.5516  -3.9992  0.08
H  5.9471  -2.9698  2.6650  0.06
H  -4.5146  -2.4872  -6.4677  0.11
O  -4.0460  -1.5786  -4.6541  -0.28
H  2.2191  4.2041  -1.1079  0.06
C  -0.0389  -0.6324  4.4101  -0.29
H  -0.7816  7.7745  3.5604  0.08
H  -4.6495  -3.2549  -1.3987  0.07
H  2.8196  -0.9927  -0.5906  0.06
H  3.3513  2.8758  -1.2962  0.05
O  -5.4703  -0.0329  -0.9400  -0.27
C  6.0144  -3.6449  3.5181  -0.05
S  -0.9034  -3.1481  4.1959  0.74
O  4.9133  1.0144  -1.3726  -0.30
H  -2.3556  -2.8534  2.1874  0.05
H  -5.3942  1.9485  -1.5175  0.12
H  0.2838  5.6104  2.7904  0.10
S  -0.3140  -5.0399  -2.1006  0.69
O  -0.5977  -5.9060  -0.9619  -0.30
O  -3.1838  3.2844  4.1207  -0.32
O  -1.7309  -4.2819  -2.4345  -0.30
H  1.6902  -3.8233  -1.4418  0.06
C  2.6615  3.3487  -0.5972  -0.06
O  -1.4534  5.1174  3.8429  -0.27
H  -0.6895  -2.2080  1.7591  0.04
H  -2.3986  4.4663  -3.5106  0.12
S  -1.7239  3.5357  4.1042  0.71
C  2.9188  -2.7156  2.3395  -0.11
H  -3.8995  -3.7579  -3.0063  0.06
C  -0.8973  2.9017  2.5220  -0.08
H  7.9951  2.3742  -1.5819  0.08
C  6.9424  2.2108  -1.8128  -0.07
H  -6.8718  -2.8000  -5.7100  0.08
H  -7.7540  0.1663  -2.4205  0.07
H  3.0441  1.1051  0.6892  0.09
H  -7.4668  1.7638  -2.8880  0.08
O  -0.3126  -0.7011  -0.8183  -0.07
H  2.3691  1.8498  3.0945  0.07
O  0.8379  -0.0912  1.0109  -0.03
H  0.5722  -1.0667  3.6189  0.08
C  -3.7316  1.1023  0.9088  -0.06
O  0.2352  -5.5154  -3.3951  -0.32
C  -2.4728  -3.5728  -1.5071  -0.29
H  -0.9854  -3.9165  1.8455  0.05
S  4.2850  -0.1641  -2.3264  0.68
H  0.0326  7.4626  5.1011  0.07
O  4.4229  5.0381  0.5426  -0.30
H  -5.3293  -0.9499  -6.0023  0.12
H  0.9289  7.3491  3.6535  0.08
H  5.8471  -5.1899  1.8980  0.11
C  3.7448  1.3769  1.4786  -0.26
H  -3.3014  1.9657  0.4014  0.05
C  5.4540  -4.9407  2.8837  -0.33
H  -2.1046  -3.6158  -0.4821  0.11

Cartesian forces, eV/Å:
0.32 0.02 0.08
0.69 0.05 -0.19
-0.18 -0.47 -1.25
0.18 -0.47 -0.21
0.17 0.77 -0.10
0.02 0.25 0.50
-0.09 -0.23 0.09
0.31 -0.91 -0.32
0.10 -0.08 0.03
-2.69 -0.01 -1.32
-1.14 -0.49 0.42
0.88 -0.15 1.04
-0.17 0.27 -0.06
-0.09 0.43 0.61
-0.32 1.73 -1.33
-1.07 -0.90 -0.06
0.71 -0.56 -0.26
0.58 0.61 0.49
0.38 -0.33 0.48
-0.24 -0.52 -0.11
0.17 0.45 -0.38
-1.59 -0.26 1.81
-0.31 1.95 -1.55
-0.19 -0.02 0.21
0.36 0.23 0.09
2.67 1.15 0.78
0.65 0.02 0.33
0.22 -1.03 1.56
-0.53 0.01 0.32
-0.12 0.16 -0.22
-0.17 0.28 -0.15
0.70 1.01 -0.09
-0.33 1.06 0.57
-0.47 -3.65 -2.44
-0.36 -0.40 0.98
-0.24 0.46 0.29
1.87 1.18 -0.69
-1.36 -0.87 -2.20
0.14 -0.05 -0.41
-2.03 1.04 -2.40
-0.43 -0.45 0.64
-1.10 -0.88 -0.10
-0.47 1.34 0.21
0.54 1.43 1.88
0.37 -0.04 0.24
-0.22 0.29 0.23
-0.05 0.09 -0.05
0.10 -0.38 0.03
0.41 -2.07 1.93
-0.10 -0.08 0.50
-0.13 0.01 -0.68
-0.90 -0.19 -0.41
1.76 -0.48 -1.45
1.67 1.05 -1.73
1.01 -2.14 0.43
0.44 0.25 -0.05
-0.19 0.06 -0.39
4.45 2.70 -0.13
-0.79 -2.15 0.71
-0.54 0.79 1.46
-0.33 -0.02 0.35
-3.66 -1.32 1.83
0.22 0.15 -0.27
-0.25 -0.16 -0.24
-0.21 0.39 -0.33
-0.64 0.42 -0.75
0.03 -0.15 0.18
0.46 0.57 -0.38
-0.70 -0.05 -0.19
0.31 0.18 0.31
-0.37 0.42 0.37
0.38 -0.10 0.41
0.25 0.38 0.09
-0.57 -0.32 0.29
-0.46 0.04 0.34
0.17 0.42 -0.01
-3.03 1.42 0.31
-0.07 -0.09 -0.01
-0.74 -0.48 -0.06
-0.66 -0.41 -0.26
0.10 0.05 0.31
-2.29 6.22 -0.22
3.56 -0.20 0.54
-0.33 0.58 -0.23
0.18 0.81 0.44
0.15 0.22 -0.21
2.61 0.68 0.37
-0.20 0.00 0.30
2.71 0.70 0.06
-0.09 -0.34 -0.14
0.04 0.16 -0.31
0.13 -0.15 0.15
0.19 -0.04 0.47
1.45 -1.48 2.21
-0.71 -0.50 -1.83
0.54 0.36 -2.22
-1.28 0.10 -0.50
0.15 0.30 0.15
0.61 -0.03 -0.43
-0.33 -0.89 -0.18
-0.01 0.54 -0.15
0.66 0.56 -1.67
3.24 0.95 -0.21
2.87 -2.59 -1.99
-0.05 -0.50 -0.05
0.47 0.71 1.27
-1.57 -0.66 0.50
0.02 0.47 0.58
0.33 -0.16 -0.77
1.54 -1.24 0.02
-0.43 -0.91 -0.45
-0.52 0.21 0.10
-0.91 -0.50 0.35
0.10 -0.39 0.63
0.46 1.09 -0.43
-0.31 -0.20 0.39
0.72 -0.59 -0.06
-0.37 0.79 0.18
0.26 0.40 0.17
-1.64 -6.01 -3.54
0.17 0.14 0.03
-0.48 -0.73 0.48
0.13 0.53 -0.35
-0.51 -0.46 -0.70
-1.57 0.87 2.82
-1.17 1.92 -0.09
0.02 -0.24 0.29
-3.67 -0.74 0.87
-0.46 -0.35 0.20
-0.40 -0.30 1.27
-0.62 -0.38 -0.46
0.06 0.47 -0.14
0.17 0.63 -0.25
0.48 -0.36 1.56
0.46 -0.40 -0.11
2.43 -0.51 0.62
-0.50 -0.80 0.14

Its spin multiplicity is 2. The value obtained for the HOMO energy (spin up / spin down) is -6.00 / -6.07 eV. The charge is -1. For the HOMO-LUMO gap (spin up / spin down), the calculation gives 7.68 / 7.75 eV.


Computed energy (eV) in order:
-44482.437 -201931.206
Computed max |F| (eV/Å) in order:
8.544 7.169
Computed relative energy (zero: lowest compared OMol25 entry of this formula, charge and spin) (eV) in order:
16.463 3.298